{"formula": "C46H28O10", "method": "wB97M-V/def2-TZVPD", "symbols": ["C", "C", "C", "O", "C", "C", "C", "O", "H", "H", "H", "H", "C", "C", "C", "O", "C", "C", "C", "O", "H", "H", "H", "H", "C", "C", "C", "O", "C", "C", "C", "O", "H", "H", "H", "H", "C", "C", "C", "C", "C", "C", "C", "O", "C", "C", "C", "C", "C", "C", "C", "O", "H", "H", "H", "H", "H", "H", "H", "H", "C", "C", "C", "C", "C", "C", "C", "O", "C", "C", "C", "C", "C", "C", "C", "O", "H", "H", "H", "H", "H", "H", "H", "H"], "positions_angstrom": [[0.16710, 5.17166, -0.18242], [0.38537, 5.09023, -1.47160], [-0.65122, 4.95002, -2.48405], [-0.29879, 5.23734, -3.61237], [-2.01306, 4.45626, -2.12171], [-2.26642, 4.41244, -0.79356], [-1.25838, 4.77251, 0.24129], [-1.52539, 4.63732, 1.39863], [0.93263, 5.31961, 0.54039], [1.32689, 5.34549, -1.96223], [-2.66557, 4.11202, -2.94682], [-3.16294, 3.82518, -0.47001], [-3.33640, 1.91342, 3.83731], [-2.10999, 1.46537, 3.68281], [-1.61459, 1.10839, 2.41166], [-0.46033, 0.67688, 2.35650], [-2.47168, 1.23379, 1.22127], [-3.76589, 1.62803, 1.33655], [-4.33640, 1.86584, 2.72447], [-5.52890, 1.80452, 2.97030], [-3.72538, 2.18859, 4.80504], [-1.37544, 1.49522, 4.42338], [-2.07419, 1.01484, 0.25261], [-4.45827, 1.68811, 0.51055], [-4.96264, -1.89939, 3.91781], [-5.11536, -2.20041, 5.22950], [-4.10427, -2.98342, 5.96232], [-4.22632, -3.15445, 7.18811], [-3.09969, -3.60429, 5.17136], [-2.92117, -3.38513, 3.84998], [-3.80844, -2.34576, 3.22243], [-3.58904, -1.83395, 2.16537], [-5.58777, -1.26948, 3.24711], [-5.90276, -1.83421, 5.78464], [-2.31156, -4.30406, 5.58194], [-2.16765, -3.93037, 3.29509], [0.55088, -0.82766, -6.15879], [-0.74478, -0.43334, -5.83370], [-1.03500, 0.28325, -4.66905], [0.01694, 0.45406, -3.74789], [1.32266, 0.18546, -4.12541], [1.58794, -0.43464, -5.35069], [2.43745, 0.80008, -3.31946], [3.55424, 0.85286, -3.79141], [2.11576, 1.34065, -1.97019], [3.05918, 1.91940, -1.19841], [2.84327, 2.40206, 0.07981], [1.56416, 2.28416, 0.58009], [0.59049, 1.91956, -0.28534], [0.80356, 1.47517, -1.58135], [-0.33192, 0.98497, -2.43152], [-1.46610, 1.01493, -1.97468], [0.79268, -1.29897, -7.09492], [-1.48499, -0.67418, -6.59545], [-2.07121, 0.28637, -4.34424], [2.61166, -0.63259, -5.60243], [4.04650, 1.95081, -1.61118], [3.65522, 2.73816, 0.67818], [1.39574, 2.47930, 1.63271], [-0.40389, 1.83110, 0.08761], [-0.86135, -2.49198, 0.58036], [-0.75972, -2.18355, -0.76002], [0.43964, -2.22959, -1.44702], [1.58674, -2.49761, -0.72232], [1.58299, -2.72098, 0.65366], [0.32781, -2.75968, 1.30830], [2.86766, -2.96434, 1.37303], [2.90990, -3.16211, 2.56945], [4.15964, -2.82909, 0.58077], [5.41239, -2.99648, 1.25921], [6.59706, -2.97950, 0.46751], [6.55088, -2.71967, -0.87854], [5.30992, -2.57297, -1.56675], [4.13892, -2.68929, -0.78499], [2.84550, -2.53329, -1.50876], [2.84298, -2.42912, -2.72416], [-1.75504, -2.43405, 1.18708], [-1.66597, -1.97932, -1.38978], [0.49661, -1.97979, -2.47430], [0.23331, -2.91738, 2.40389], [5.24216, -3.19717, 2.29787], [7.57201, -3.04366, 0.94859], [7.49537, -2.76547, -1.40485], [5.10407, -2.49307, -2.62418]], "forces_ev_per_angstrom": [[-2.3, -1.0, 0.0], [1.2, 1.1, -0.6], [-0.2, -0.1, -1.1], [-0.7, -0.2, -0.4], [0.6, 0.3, 0.8], [-0.9, -1.5, -1.6], [1.4, 0.2, -0.7], [-0.4, -0.1, 1.4], [0.2, 0.2, 0.6], [0.0, -0.3, 0.4], [0.3, 0.3, 0.8], [0.8, 1.1, 0.1], [-1.2, 0.1, 0.3], [-1.0, 1.1, 0.4], [2.0, -1.3, -1.5], [-0.8, 0.3, -0.5], [-2.0, 0.7, 0.0], [1.0, -0.2, 1.1], [0.1, -1.0, -0.3], [0.7, 0.4, -0.4], [-0.1, 0.2, 0.1], [0.8, -0.2, 1.4], [0.2, -0.3, -0.3], [0.0, 0.0, -0.1], [-1.7, 0.4, 1.9], [1.0, 0.4, -2.3], [-1.7, 0.0, 2.7], [0.5, 0.3, -2.1], [3.8, -2.0, -1.7], [-1.2, 0.6, 1.1], [1.2, -1.5, 0.3], [0.9, 0.5, -2.1], [0.1, -0.4, 1.1], [-1.6, 0.7, 1.2], [-1.4, 0.8, 0.3], [0.0, 0.3, -0.2], [0.1, 0.8, 0.1], [-0.1, 0.3, -0.7], [0.4, -2.5, 0.1], [-1.4, 0.4, -1.1], [0.4, 0.8, 0.0], [0.2, 0.0, 1.0], [0.5, -0.8, -0.5], [-0.1, 0.1, 0.3], [-1.1, 0.4, -1.7], [2.4, 0.4, 0.6], [-0.4, -0.7, -0.6], [1.2, 0.6, 0.8], [-1.9, -0.8, -0.3], [-0.5, -0.6, 0.5], [0.2, 0.6, 1.8], [0.2, -0.1, -0.7], [-0.2, -0.3, -0.2], [-0.3, 0.1, 0.5], [0.1, 0.8, 0.0], [0.3, 0.0, -0.1], [0.6, 0.0, -0.1], [0.5, 0.3, 0.3], [-0.4, 0.1, -0.2], [-0.4, 0.2, 0.0], [1.8, 0.0, 1.4], [-1.7, -0.1, -1.6], [-0.3, 0.1, 1.6], [0.6, 0.1, -0.6], [-1.1, -0.5, 0.4], [-0.2, 0.4, -0.1], [0.6, 0.7, 0.2], [-0.2, -0.2, -0.2], [1.1, -0.9, 1.4], [-1.3, 0.1, -2.3], [-1.1, 0.5, 2.3], [-1.2, -0.2, -1.8], [0.2, -0.8, 2.0], [0.4, 0.8, -1.3], [0.5, 0.0, -0.4], [-0.3, 0.0, 0.3], [-0.3, 0.0, -0.6], [0.7, 0.0, 1.0], [0.1, -0.1, -0.8], [0.4, 0.0, -0.9], [0.9, 0.0, 0.6], [-0.2, -0.3, 0.0], [-0.1, 0.3, -0.3], [0.7, 0.2, -0.1]], "e_tot_ha": -2521.98616, "smiles": "O=C1c2ccccc2C(=O)c2ccccc21.O=C1c2ccccc2C(=O)c2ccccc21.O=C1C=CC(=O)C=C1.O=C1C=CC(=O)C=C1.O=C1C=CC(=O)C=C1", "fmax_ev_per_a": 4.60, "e_homo_ev": -9.54}